No. 1
Molecular formula: C2H3NO3S
Method: DFT, the ωB97M-V functional and the def2-TZVPD basis

net charge = 0
total energy = -20585.09200 eV
ΔE to the lowest compared entry with this formula, charge and spin = 493.5 kJ/mol
Kohn-Sham gap (spin up / spin down) = 9.212 / 9.213 eV

```
10
Properties=species:S:1:pos:R:3:forces:R:3
C -1.136 -1.374 -0.079 5.767 2.679 1.395
C 0.347 0.141 -0.153 -3.099 -1.413 0.377
N -0.231 1.319 0.219 2.466 -1.048 -0.729
O 1.465 -0.061 -0.491 -0.289 -0.049 0.255
O -2.179 -3.475 0.311 1.104 -0.960 0.899
O 0.685 2.377 0.507 -0.407 -0.196 -0.067
S -0.887 -2.784 0.635 -2.118 0.517 -1.138
H -2.013 -1.301 -0.599 -2.206 0.596 -1.379
H -1.127 1.390 0.653 -0.147 0.086 0.447
H 1.605 2.024 0.419 -1.071 -0.212 -0.061
```
Forces are in eV/Å.

---

No. 2
Molecular formula: C2H3NO3S
Method: DFT, the ωB97M-V functional and the def2-TZVPD basis

net charge = 0
2S+1 = 3
total energy = -20584.88280 eV
ΔE to the lowest compared entry with this formula, charge and spin = 83.5 kJ/mol
Kohn-Sham gap (spin up / spin down) = 11.124 / 9.236 eV

```
10
Properties=species:S:1:pos:R:3:forces:R:3
C 0.824 1.244 0.556 1.241 0.507 -1.502
C 0.121 -1.376 -0.691 -2.239 2.001 0.615
N 1.502 0.275 0.921 0.056 0.002 0.904
O -2.188 -0.146 -0.973 1.168 0.442 0.338
O -1.313 -0.340 1.293 0.237 -0.040 1.424
O -0.243 1.228 -0.311 -0.962 -0.971 0.606
S -1.060 -0.171 -0.080 -1.663 -1.648 -2.882
H 1.186 2.241 0.542 0.532 1.099 0.778
H 0.809 -0.910 -1.321 1.077 0.102 -1.175
H 0.362 -2.044 0.064 0.553 -1.495 0.896
```
Forces are in eV/Å.